[1]
The following is a quantum chemistry calculation of a molecular structure, C42H45AsGeN2O3S4SbSeW in a non-equilibrium geometry, from the OMol25 dataset.

Cartesian coordinates (Å):
W (-1.840, 1.093, 0.396)
Sb (2.313, 1.109, 0.156)
Se (-2.074, 0.318, 3.026)
As (-4.291, 1.742, 1.137)
Ge (-4.718, -1.810, 2.858)
S (-3.713, 1.840, -1.001)
S (-2.588, 3.089, 1.698)
S (-6.199, 2.610, 1.580)
S (0.132, 2.230, 1.297)
O (-2.721, -0.697, 0.227)
O (-1.185, 3.588, -1.079)
O (-0.288, -0.573, 0.657)
N (-0.962, 0.808, -1.550)
N (-1.130, -0.319, -2.221)
C (0.715, 2.331, -4.522)
C (3.465, 2.900, 0.237)
C (3.730, 0.230, -2.421)
C (3.589, 5.264, -0.239)
C (2.901, 0.237, 2.004)
C (3.400, 0.446, 4.361)
C (5.738, -1.038, -2.797)
C (-0.315, -0.136, 3.723)
C (-0.618, -1.690, 0.207)
C (-1.629, -1.439, -1.826)
C (0.401, -2.773, 0.001)
C (3.117, 1.026, 3.132)
C (-0.606, 3.194, -2.226)
C (-2.703, -3.050, -0.184)
C (5.474, 4.139, 0.738)
C (-5.664, -0.704, 4.144)
C (4.672, -0.299, -3.293)
C (-2.784, -3.970, -1.137)
C (5.854, -1.238, -1.428)
C (-2.296, -3.748, -2.503)
C (4.770, 2.943, 0.722)
C (3.248, -1.734, 3.369)
C (-4.835, -3.658, 3.531)
C (0.505, 3.682, -4.327)
C (2.971, -1.147, 2.140)
C (-2.441, -4.741, -3.469)
C (-1.758, -2.503, -2.849)
C (-1.546, -3.271, -5.130)
C (3.838, 0.040, -1.043)
C (4.883, 5.302, 0.259)
C (-2.059, -4.516, -4.779)
C (-1.066, 4.934, -0.664)
C (-0.149, 4.105, -3.178)
C (-2.789, -1.487, 3.102)
C (-1.410, -2.274, -4.180)
C (4.911, -0.704, -0.556)
C (2.885, 4.066, -0.246)
C (0.242, 1.420, -3.588)
C (-2.016, -1.728, -0.369)
C (3.464, -0.936, 4.484)
C (-5.582, -1.903, 1.132)
C (-0.448, 1.813, -2.445)
H (4.573, -0.134, -4.359)
H (3.676, -1.387, 5.445)
H (-5.342, -0.964, 5.154)
H (2.901, 0.805, -2.824)
H (3.044, 2.105, 3.057)
H (0.243, 0.790, 3.812)
H (-5.657, -0.950, 0.624)
H (1.240, 1.973, -5.399)
H (-1.790, 5.560, -1.192)
H (5.431, 6.236, 0.275)
H (-5.880, -3.946, 3.659)
H (1.874, 4.037, -0.634)
H (-1.261, -3.070, -6.155)
H (-4.378, -4.365, 2.835)
H (6.685, -1.811, -1.034)
H (-2.630, -1.786, 4.143)
H (-6.736, -0.885, 4.054)
H (-1.293, 4.935, 0.398)
H (-0.316, 5.160, -3.017)
H (0.736, -3.147, 0.970)
H (1.255, -2.326, -0.511)
H (0.853, 4.411, -5.047)
H (-5.088, -2.618, 0.477)
H (-3.107, -3.236, 0.803)
H (-2.872, -5.693, -3.180)
H (-4.335, -3.755, 4.498)
H (-0.055, 5.310, -0.833)
H (5.030, -0.867, 0.510)
H (2.809, -1.786, 1.278)
H (5.248, 2.040, 1.087)
H (0.222, -0.813, 3.063)
H (-3.259, -4.922, -0.924)
H (0.415, 0.365, -3.740)
H (6.486, 4.164, 1.123)
H (3.565, 1.076, 5.227)
H (3.123, 6.164, -0.621)
H (-2.175, -5.292, -5.524)
H (6.474, -1.453, -3.473)
H (-2.185, -2.140, 2.474)
H (-0.478, -0.592, 4.699)
H (-1.041, -1.297, -4.457)
H (-0.002, -3.600, -0.579)
H (3.296, -2.813, 3.455)
H (-6.595, -2.256, 1.345)
H (-5.501, 0.358, 3.967)

Forces on the atoms, in the same order (eV/Å):
W 0.7 0.3 0.0
Sb -0.2 -0.2 -0.3
Se -0.3 -0.1 0.2
As -1.6 0.3 0.4
Ge 0.0 -0.1 0.3
S 0.3 0.0 0.2
S 0.2 -0.3 -0.2
S 0.1 -0.1 0.0
S 0.0 0.1 -0.1
O 0.2 -0.1 -0.1
O -0.1 -0.2 0.0
O 0.0 -1.3 -0.3
N -0.3 0.0 -0.2
N -0.1 0.2 -0.3
C 0.0 -0.1 0.0
C 0.1 0.0 0.1
C 0.0 0.0 0.0
C 0.0 0.0 0.0
C 0.1 0.0 0.2
C 0.0 0.0 0.0
C 0.0 0.0 0.0
C 0.0 -0.1 0.1
C 0.5 1.1 -0.2
C 0.0 -0.1 0.1
C -0.2 0.2 0.1
C 0.0 0.0 0.0
C 0.2 0.1 -0.1
C 0.2 0.0 0.1
C 0.0 0.0 0.0
C -0.1 0.1 0.0
C 0.0 0.0 0.0
C 0.1 0.0 -0.2
C 0.0 0.0 0.0
C -0.1 -0.1 0.2
C 0.0 0.0 0.0
C 0.0 0.0 0.0
C 0.0 -0.1 0.1
C 0.0 0.0 0.1
C 0.0 0.0 0.0
C 0.0 0.0 0.0
C 0.0 0.2 0.2
C 0.0 0.0 0.0
C 0.1 0.1 -0.1
C 0.0 0.0 0.0
C 0.0 0.0 0.0
C -0.1 0.0 -0.1
C 0.0 0.0 0.0
C 0.2 0.1 0.0
C 0.1 0.0 -0.1
C 0.0 0.0 0.0
C 0.0 0.0 0.0
C 0.2 0.0 -0.1
C 0.0 0.0 0.2
C 0.0 0.0 0.0
C -0.1 0.0 -0.1
C 0.0 -0.3 0.2
H 0.0 0.0 0.0
H 0.0 0.0 0.0
H 0.0 0.0 0.0
H 0.0 0.0 0.0
H 0.0 0.0 0.0
H 0.0 0.0 0.0
H 0.1 0.2 -0.1
H 0.0 0.0 0.0
H 0.0 0.0 0.0
H 0.0 0.0 0.0
H 0.0 0.0 0.0
H -0.1 0.0 0.0
H 0.0 0.0 0.0
H 0.0 0.0 0.0
H 0.0 0.0 0.0
H 0.1 -0.1 0.0
H 0.0 0.0 0.1
H 0.0 0.0 0.0
H 0.0 0.0 0.0
H 0.0 0.0 0.0
H 0.0 -0.1 0.0
H 0.0 0.0 0.0
H -0.1 0.1 0.0
H 0.1 0.0 0.0
H 0.0 0.0 0.0
H 0.0 0.0 0.0
H 0.0 0.0 0.0
H 0.0 0.0 0.0
H 0.0 0.0 0.0
H 0.0 0.0 0.0
H -0.1 0.0 0.0
H 0.0 0.0 0.0
H 0.0 0.0 0.0
H 0.0 0.0 0.0
H 0.0 0.0 0.0
H 0.0 0.0 0.0
H 0.0 0.0 0.0
H 0.0 0.0 0.0
H 0.1 0.0 0.0
H 0.1 0.0 0.0
H 0.0 0.0 0.0
H 0.0 0.0 0.0
H 0.0 0.0 0.0
H 0.0 0.0 -0.1
H 0.0 0.0 0.0

Highest occupied orbital energy (spin up / spin down): -0.1306 / -0.1436 Eh
F_max: 0.032 Eh/bohr
Charge: -1
Spin multiplicity: 3

Atom charges from the Löwdin analysis, given in e for atoms 1 to 8:
1 W 0.8039
2 Sb 1.4156
3 Se 0.8258
4 As -0.1447
5 Ge 0.7266
6 S 0.1028
7 S -0.0104
8 S -0.2264

***

[2]
The following is a quantum chemistry calculation of a molecular structure, C42H45Br2CoN3O2Sb2 in a non-equilibrium geometry, from the OMol25 dataset.

Cartesian coordinates (Å):
Sb (3.273, 1.076, 1.510)
Sb (1.973, 0.727, -1.952)
Br (-1.522, 1.715, -2.269)
Br (-3.823, -4.579, 1.031)
Co (-0.734, -0.118, -0.495)
O (-3.820, -0.723, 1.538)
O (-3.053, -0.225, -0.484)
N (-0.757, -1.888, 0.701)
N (-0.484, 1.102, 0.886)
N (-6.313, -1.039, 0.754)
C (-0.073, -2.504, -2.149)
C (-3.004, -0.282, -5.583)
C (-1.984, 0.348, -3.520)
C (-4.027, 2.964, 3.399)
C (-2.051, 1.027, 3.549)
C (2.565, 2.694, -2.616)
C (1.890, -0.085, -3.944)
C (1.562, 5.694, 1.503)
C (-1.765, -2.723, 0.463)
C (-2.721, 0.700, -4.607)
C (-0.230, -1.887, 1.925)
C (2.865, -0.975, 0.896)
C (-1.763, -3.540, 2.717)
C (0.964, 5.304, 2.695)
C (4.056, 0.115, -1.708)
C (-1.693, -1.892, -4.331)
C (-3.980, -0.448, 0.259)
C (-1.928, 2.048, 2.615)
C (0.216, 4.134, 2.750)
C (4.113, -3.066, 0.385)
C (-1.454, -0.944, -3.293)
C (2.163, 0.854, 3.344)
C (5.004, -2.167, -2.045)
C (-3.140, 0.974, 4.409)
C (1.430, 4.892, 0.376)
C (-0.675, -2.715, 2.943)
C (3.801, -1.759, 0.004)
C (-0.261, -3.448, -3.185)
C (0.697, 3.716, 0.441)
C (-0.683, -1.269, -2.130)
C (-2.921, 3.027, 2.560)
C (0.064, 3.332, 1.619)
C (-1.084, -3.167, -4.237)
C (-0.763, 2.062, 1.636)
C (-4.139, 1.936, 4.330)
C (5.282, -3.470, -1.662)
C (4.843, -3.922, -0.428)
C (5.159, 0.503, 2.397)
C (-5.424, -0.419, -0.227)
C (4.280, -1.292, -1.233)
C (-2.495, -1.541, -5.448)
C (-2.306, -3.522, 1.450)
H (-3.602, -0.016, -6.446)
H (5.367, -1.806, -3.001)
H (-2.680, -2.292, -6.209)
H (-0.251, 3.839, 3.683)
H (5.032, -0.443, 2.926)
H (-4.800, 3.722, 3.334)
H (2.451, -0.070, 3.850)
H (1.733, 3.174, -3.134)
H (-5.683, 0.635, -0.326)
H (-5.451, -0.862, -1.220)
H (-4.719, -0.821, 1.914)
H (5.908, 0.372, 1.613)
H (0.928, 0.122, -4.417)
H (0.578, -2.789, -1.326)
H (0.239, -4.409, -3.128)
H (-1.279, 0.267, 3.597)
H (-7.266, -0.722, 0.656)
H (5.507, 1.267, 3.094)
H (-2.826, 3.840, 1.846)
H (5.843, -4.124, -2.319)
H (2.855, 3.304, -1.758)
H (-4.993, 1.895, 4.995)
H (-3.071, 1.717, -4.729)
H (0.573, -1.184, 2.099)
H (2.023, -1.167, -3.882)
H (-2.141, -2.751, -0.552)
H (1.092, 0.848, 3.124)
H (-2.175, -4.163, 3.500)
H (3.409, 2.589, -3.298)
H (2.694, 0.353, -4.540)
H (1.074, 5.916, 3.582)
H (4.530, 0.270, -2.679)
H (-1.258, -3.890, -5.028)
H (2.376, 1.704, 3.994)
H (-6.311, -2.048, 0.657)
H (0.604, 3.079, -0.433)
H (1.898, 5.185, -0.558)
H (5.055, -4.932, -0.100)
H (3.754, -3.428, 1.344)
H (2.125, 6.618, 1.454)
H (-0.178, -2.708, 3.906)
H (-3.213, 0.175, 5.139)
H (2.749, -1.519, 1.836)
H (4.488, 0.841, -1.013)
H (1.884, -0.926, 0.415)

Forces on the atoms, in the same order (eV/Å):
Sb 0.1 -0.1 0.2
Sb 0.3 -0.1 -0.4
Br 0.0 0.0 0.1
Br 0.1 0.1 0.0
Co -0.2 -1.2 -0.5
O 0.1 0.0 0.1
O 0.0 -0.2 0.0
N -0.2 0.6 0.3
N 0.2 0.7 0.0
N 0.2 -0.1 0.0
C 0.1 0.0 0.0
C 0.0 0.0 0.0
C 0.0 0.2 0.1
C 0.0 0.0 0.0
C 0.0 0.0 0.0
C -0.1 0.0 0.1
C 0.0 0.0 0.0
C 0.0 0.0 0.0
C 0.0 -0.2 -0.3
C -0.1 0.0 -0.1
C 0.1 0.1 0.2
C 0.1 0.0 -0.1
C 0.0 0.1 0.0
C 0.0 0.0 0.0
C -0.1 0.0 0.2
C 0.0 0.1 0.1
C 0.0 0.1 -0.2
C 0.0 0.2 -0.2
C 0.0 0.0 -0.1
C 0.0 0.0 0.0
C 0.0 -0.2 -0.1
C -0.1 0.0 0.0
C 0.0 0.0 0.0
C 0.0 0.0 0.0
C 0.0 -0.1 0.0
C 0.1 0.0 0.0
C -0.1 0.0 0.0
C 0.0 0.0 0.0
C 0.0 0.1 -0.1
C -0.3 0.2 0.2
C 0.0 0.0 0.0
C -0.1 0.0 0.2
C 0.0 0.0 0.0
C 0.0 -0.2 0.2
C 0.0 0.0 0.0
C 0.0 0.0 0.0
C 0.0 0.1 0.0
C 0.0 0.0 0.0
C 0.0 0.0 0.2
C 0.0 0.1 0.0
C 0.0 0.0 0.0
C -0.1 -0.2 -0.1
H 0.0 0.0 0.0
H 0.0 0.0 0.0
H 0.0 0.0 0.0
H 0.0 0.0 0.0
H 0.0 0.0 0.0
H 0.0 0.0 0.0
H 0.0 0.0 0.0
H 0.0 0.0 0.0
H 0.0 0.0 -0.1
H 0.1 0.0 -0.1
H -0.1 0.0 0.1
H 0.0 0.0 0.1
H 0.1 0.0 0.0
H 0.0 0.0 0.0
H 0.0 0.0 0.0
H 0.0 0.0 0.0
H 0.0 0.1 0.0
H 0.0 0.0 -0.1
H 0.0 0.0 0.0
H 0.0 0.0 0.0
H 0.0 0.0 0.0
H 0.0 0.0 0.0
H 0.0 0.0 0.0
H -0.1 0.0 0.0
H 0.0 0.1 0.0
H -0.1 0.1 0.1
H 0.1 0.0 0.0
H 0.0 0.0 -0.1
H 0.0 0.0 0.0
H 0.0 0.0 0.0
H 0.0 0.0 0.0
H 0.0 0.0 0.0
H 0.0 0.0 0.0
H 0.0 0.0 0.0
H 0.0 0.0 0.0
H 0.0 0.0 0.1
H 0.0 0.0 0.1
H 0.0 0.0 0.0
H 0.0 0.0 0.0
H 0.0 0.0 0.0
H -0.1 0.1 0.0
H 0.0 0.0 0.0
H 0.0 0.0 0.0
H 0.0 0.0 -0.1
H 0.0 0.0 0.1

Highest occupied orbital energy (spin up / spin down): -0.2439 / -0.2403 Eh
F_max: 0.025 Eh/bohr
Spin multiplicity: 2

Atom charges from the Löwdin analysis, given in e for atoms 1 to 8:
1 Sb 1.3246
2 Sb 1.3340
3 Br 0.9069
4 Br 0.7588
5 Co 0.2288
6 O 0.1241
7 O 0.0241
8 N 0.0476